Here is a cluster of 7 separate species, C44H41BClF2NO30PS in total from OMol25. Energies are from ωB97M-V/def2-TZVPD.

Calculated values
**Electronic energy**: -147965.0057 eV
**LUMO energy**: -0.49 eV
**M**: 1211.09 g mol⁻¹
**Frontier orbital gap**: 4.57 eV

```
! RIJCOSX wB97M-V def2-TZVPD def2/J DEFGRID3
* xyz -1 1
C 3.09014 -0.86110 -0.48230
P 1.79646 -0.76249 0.90599
C 0.91028 0.65911 -0.02904
C -0.47534 0.98696 0.54141
C -1.42974 -0.19265 0.53667
C -1.58377 -0.91036 -0.79456
S -2.09688 0.17207 -2.13306
O -1.04245 0.38101 -3.05801
O -2.75041 1.34139 -1.65968
Cl -3.54032 -0.94117 -3.15336
C 2.89922 0.46109 1.95138
B 4.33129 -0.06209 2.28545
O 4.63454 -0.90324 3.33267
O 5.41712 0.38711 1.48543
N 2.50375 -2.31885 1.81070
C 2.51417 -3.47937 1.02460
O 3.53543 -3.98017 0.61841
F 1.35843 -4.07213 0.70419
C 1.77576 -2.56990 2.97064
O 0.67307 -3.06162 3.05646
F 2.39852 -2.24670 4.10860
H 3.95118 -1.49587 -0.28380
H 3.48081 0.14601 -0.61576
H 2.57417 -1.11812 -1.40182
H 0.79190 -0.66227 1.94909
H 0.95569 -1.68938 0.13385
H 0.72800 0.27502 -1.03662
H 1.52353 1.54573 -0.15696
H -0.32637 1.37428 1.54822
H -0.86191 1.82296 -0.03748
H -2.41716 0.15476 0.83291
H -1.13068 -0.91718 1.28341
H -0.71508 -1.47320 -1.10861
H -2.38527 -1.63319 -0.68044
H 3.00546 1.43355 1.47866
H 2.39232 0.62979 2.90426
H 5.03885 -1.71482 3.02513
H 5.62588 -0.28599 0.83566
C -5.94742 1.67389 -6.33685
C -7.03422 2.45017 -6.40155
C -7.11981 3.75772 -5.66901
O -8.13643 4.41809 -5.79313
C -5.99296 4.16306 -4.85022
C -4.90112 3.38615 -4.77737
C -4.80432 2.09044 -5.53448
O -3.78078 1.44847 -5.44202
O -3.84992 3.70485 -4.04244
O -8.10934 2.12521 -7.11515
H -5.87444 0.73239 -6.86270
H -6.07435 5.09724 -4.31336
H -3.20252 2.98022 -4.15078
H -8.73996 2.85783 -6.98774
C 3.41409 -4.63606 6.77730
C 3.02885 -5.03898 7.99382
C 3.87135 -4.79782 9.21213
O 3.45052 -5.17687 10.29058
C 5.15049 -4.12746 9.04373
C 5.53876 -3.72536 7.82662
C 4.68478 -3.94535 6.61062
O 5.09322 -3.54039 5.54411
O 6.69248 -3.10975 7.60788
O 1.88161 -5.67412 8.21045
H 2.81422 -4.80051 5.89304
H 5.75575 -3.97319 9.92566
H 6.71660 -2.92698 6.64844
H 1.84760 -5.84189 9.16942
C -3.41850 -6.96159 10.16422
C -2.51126 -5.97980 10.23410
C -1.37194 -5.88382 9.25950
O -0.59630 -4.95528 9.37305
C -1.25317 -6.90857 8.23404
C -2.15950 -7.89190 8.16693
C -3.31284 -7.97377 9.12500
O -4.10810 -8.88511 8.99444
O -2.10399 -8.85610 7.25579
O -2.55230 -5.02921 11.15895
H -4.24304 -7.03949 10.85839
H -0.41988 -6.83688 7.54888
H -2.87331 -9.42952 7.42713
H -1.78675 -4.45105 10.97905
C -4.89571 -5.26845 -5.70609
C -4.12981 -4.23686 -5.31992
C -2.63042 -4.35423 -5.24515
O -1.98871 -3.38332 -4.90990
C -2.02481 -5.63834 -5.57983
C -2.79523 -6.66277 -5.96008
C -4.28625 -6.53736 -6.06015
O -4.92125 -7.50865 -6.43177
O -2.30011 -7.85719 -6.27595
O -4.64558 -3.06345 -4.98586
H -5.97229 -5.19714 -5.76639
H -0.94944 -5.71763 -5.50682
H -3.06928 -8.40634 -6.51424
H -3.90103 -2.47070 -4.73687
C 2.82257 4.67610 -2.01954
C 3.15360 5.89095 -2.47844
C 2.76748 7.14447 -1.74420
O 3.11419 8.21724 -2.20838
C 1.99436 7.01720 -0.52133
C 1.66108 5.80208 -0.06459
C 2.06849 4.54797 -0.78356
O 1.74383 3.48307 -0.29904
O 0.95675 5.62049 1.04156
O 3.83652 6.07218 -3.60089
H 3.09490 3.76651 -2.53611
H 1.70829 7.92628 -0.01168
H 0.86017 4.65265 1.14169
H 3.94062 7.04320 -3.70433
C 2.07033 10.69174 -7.33024
C 0.89223 10.87106 -6.72108
C 0.46214 10.01732 -5.56285
O -0.61275 10.24976 -5.04693
C 1.35394 8.95447 -5.12231
C 2.52887 8.77510 -5.73442
C 2.97074 9.64388 -6.87415
O 4.06070 9.43317 -7.37020
O 3.38557 7.81889 -5.37743
O 0.02789 11.80816 -7.09189
H 2.39119 11.30117 -8.16290
H 1.02821 8.33614 -4.29826
H 4.14889 7.91270 -5.98000
H -0.73341 11.72065 -6.48827
*
```

=====

Here is a structure of composition C44H41Cl3GeI2N5O6PSSn from OMol25. Energies are from ωB97M-V/def2-TZVPD.

Calculated values
**<S²>**: 0.770
**Electronic energy**: -202241.4044 eV
**LUMO energy (alpha / beta)**: -9.67 / -10.69 eV
**M**: 1350.37 g mol⁻¹
**Frontier orbital gap (alpha / beta)**: 5.29 / 4.26 eV
**Energy relative to the best compared isomer or geometry (same formula, charge and spin)**: 104.7 kcal per mole

```
! RIJCOSX wB97M-V def2-TZVPD def2/J DEFGRID3
* xyz 3 2
Sn -1.49751 0.18061 0.57858
C 2.34063 0.44908 -2.14807
C 1.93795 -0.95729 -1.90904
N 2.47860 -1.90942 -2.64263
C 2.15040 -3.16999 -2.41243
C 1.24670 -3.60294 -1.38663
C 0.98308 -5.09376 -1.36604
O 2.12187 -5.83261 -1.70194
C 0.62136 -2.63588 -0.61816
C -0.41145 -3.03471 0.33508
N -1.41025 -2.35401 0.79510
C -2.41337 -3.17096 1.42165
C -2.75052 -4.38741 0.82339
C -3.66140 -5.26341 1.39205
C -4.28249 -4.95243 2.58974
C -4.01801 -3.73100 3.18714
C -3.11550 -2.85995 2.59261
I -3.03470 -0.97722 3.49860
C 0.95437 -1.26515 -0.87348
O 0.44818 -0.30935 -0.21662
H 2.69066 0.55224 -3.17248
H 3.17633 0.69998 -1.48807
H 1.53219 1.14503 -1.92876
H 2.58624 -3.91833 -3.06230
H 0.25085 -5.28846 -2.15863
H 0.54213 -5.43605 -0.42610
H 2.75283 -5.85060 -0.97257
H -0.35536 -4.08156 0.62564
H -2.32028 -4.63138 -0.13943
H -3.89524 -6.18894 0.88375
H -4.98516 -5.63526 3.04529
H -4.52996 -3.45335 4.09876
I -2.54496 2.67137 2.86602
C -0.85638 3.91657 2.59778
C -1.17526 5.14100 2.07685
C -0.24483 6.19543 2.12224
C 0.92806 6.01214 2.78710
C 1.26854 4.75382 3.34176
C 2.45398 4.63671 4.10605
C 2.80992 3.45222 4.67702
C 2.05987 2.30559 4.37858
C 0.91200 2.35186 3.61671
P 0.38749 0.71985 2.96309
C 2.00181 -0.07020 2.61051
C 2.58327 -1.08461 3.36692
C 3.84673 -1.56559 3.04416
C 4.54839 -1.02513 1.97847
C 3.98535 0.00530 1.23408
C 2.71890 0.47237 1.54123
C -0.23481 -0.19241 4.42569
C -0.42460 -1.58885 4.35146
C -0.86874 -2.30620 5.46754
C -1.17949 -1.63788 6.64294
C -1.05455 -0.25534 6.69965
C -0.58356 0.46297 5.60332
C 0.41393 3.62297 3.17106
H -2.16357 5.32757 1.68047
H -0.50207 7.15428 1.69501
H 1.61783 6.83542 2.91985
H 3.06607 5.51900 4.24195
H 3.69268 3.37501 5.29518
H 2.43714 1.34883 4.71811
H 2.08334 -1.48773 4.23700
H 4.29350 -2.34251 3.64980
H 5.54123 -1.38399 1.74470
H 4.55431 0.45858 0.43251
H 2.29686 1.29571 0.97415
H -0.12994 -2.12469 3.45494
H -0.96168 -3.38300 5.41114
H -1.51373 -2.18890 7.51079
H -1.30984 0.27142 7.60926
H -0.45739 1.53515 5.67984
Cl -5.22396 -0.42816 2.95370
Ge -4.70892 -0.80487 -0.12886
Cl -5.81741 -2.66252 -0.02531
Cl -6.21913 0.63617 -0.59109
C 1.82750 4.47538 -7.87744
C 1.87553 3.35989 -6.84019
S 0.21337 2.89803 -6.39887
O -0.31454 3.83491 -5.43351
O -0.54342 2.59045 -7.57887
C 0.35473 1.35226 -5.47424
C -1.08911 0.88563 -5.29677
N -1.33018 0.19831 -4.01734
C -1.84094 0.77559 -2.90849
N -2.03412 -0.13236 -1.94314
C -1.62255 -1.32803 -2.44971
C -1.16028 -1.13338 -3.71068
N -0.50956 -2.11554 -4.52881
O -0.42900 -3.22930 -4.03556
O -0.09021 -1.78252 -5.61048
C -2.15950 2.21979 -2.75444
H 2.84446 4.76931 -8.13127
H 1.30659 5.34873 -7.48883
H 1.32650 4.13912 -8.78206
H 2.35231 3.67684 -5.91265
H 2.35634 2.46054 -7.22618
H 0.81371 1.62147 -4.52323
H 0.95998 0.62497 -6.01043
H -1.39158 0.23518 -6.11156
H -1.75548 1.74466 -5.29676
H -1.70562 -2.25868 -1.91923
H -2.42808 2.69549 -3.69388
H -1.29606 2.76475 -2.36434
H -2.99036 2.32826 -2.05838
*
```

=====

Here is a structure of composition C44H41ClF3N6O3SSbTi from OMol25. Energies are from ωB97M-V/def2-TZVPD.

Calculated values
**Electronic energy**: -122542.2072 eV
**LUMO energy**: -0.79 eV
**M**: 995.99 g mol⁻¹
**Frontier orbital gap**: 6.82 eV
**Energy relative to the best compared isomer or geometry (same formula, charge and spin)**: 23.7 kcal per mole

```
! RIJCOSX wB97M-V def2-TZVPD def2/J DEFGRID3
* xyz 0 1
Ti -1.23171 0.26721 -1.11712
N -3.80568 -3.23477 -0.52928
C -2.89988 -2.29765 -0.87970
S -3.50871 -0.74149 -1.32124
N -1.64912 -2.66909 -0.94639
N -0.70807 -1.73846 -1.21191
C 0.48793 -2.21453 -1.39409
C 1.66443 -1.42610 -1.61876
C 2.89994 -2.04233 -1.86962
C 4.03373 -1.30561 -2.12887
C 3.95911 0.08153 -2.15256
C 2.76375 0.71903 -1.90504
C 1.59853 -0.00577 -1.61647
O 0.47477 0.62256 -1.37759
H -4.72975 -2.92450 -0.27384
H -3.45231 -4.07603 -0.10264
H 0.59223 -3.30134 -1.37380
H 2.95110 -3.12124 -1.87571
H 4.97460 -1.80089 -2.31020
H 4.84017 0.66731 -2.36192
H 2.69767 1.79776 -1.92334
C -2.12208 -1.22402 -4.10742
N -1.30209 -0.10458 -3.62204
C 0.03638 -0.25387 -4.20974
C -1.83454 1.17322 -4.07372
C -2.09173 1.43257 -5.41110
C -2.47202 2.69174 -5.84215
C -2.55722 3.72588 -4.92146
C -2.35142 3.47405 -3.58444
C -2.03757 2.18398 -3.11655
N -1.92306 1.90501 -1.77924
C -2.74157 2.65621 -0.92949
C -4.07340 2.88741 -1.28439
C -4.93419 3.58547 -0.45951
C -4.48214 4.01747 0.77383
C -3.17268 3.78522 1.15753
C -2.26823 3.14330 0.31158
N -0.93954 2.88600 0.68254
C -0.61547 2.97442 2.08671
C 0.11145 3.43931 -0.14802
H -3.16924 -1.06544 -3.85026
H -2.03782 -1.34478 -5.19445
H -1.78101 -2.15062 -3.64281
H -0.01362 -0.31622 -5.30563
H 0.50201 -1.16649 -3.83893
H 0.65773 0.59949 -3.93996
H -2.00482 0.63269 -6.13233
H -2.69155 2.86451 -6.88408
H -2.79976 4.72985 -5.23696
H -2.44223 4.27444 -2.86586
H -4.42755 2.49226 -2.22525
H -5.94884 3.78243 -0.76975
H -5.14751 4.54199 1.44128
H -2.85215 4.13091 2.12885
H -0.47277 4.00972 2.43416
H 0.31067 2.41485 2.24907
H -1.39964 2.50522 2.68096
H 0.25999 4.51282 0.05352
H -0.12165 3.30086 -1.20345
H 1.04498 2.91578 0.07336
Cl -4.81508 -1.24978 1.99281
C -3.70132 0.10356 1.82919
C -2.32579 -0.39345 1.36350
O -1.85817 -1.44520 1.75919
O -1.70251 0.40941 0.58986
H -3.59128 0.55689 2.81682
H -4.11540 0.82096 1.11637
F 7.32015 -0.31056 1.22480
C 5.97498 -0.42003 1.31392
C 5.18888 0.63872 0.90468
C 3.81355 0.51163 0.98830
C 3.22747 -0.65332 1.45703
C 4.04472 -1.67913 1.90318
C 5.42168 -1.57783 1.82696
Sb 1.04982 -0.68450 1.71309
C 0.90385 -2.84872 1.88021
C -0.02939 -3.39910 2.74821
C -0.18504 -4.77055 2.84359
C 0.59024 -5.58870 2.04453
F 0.43885 -6.93068 2.12623
C 1.52063 -5.06903 1.16534
C 1.67190 -3.69339 1.09087
C 1.62971 -0.37440 3.81093
C 2.06611 0.89799 4.15287
C 2.52746 1.18458 5.42512
C 2.54722 0.16830 6.36287
F 2.97329 0.44079 7.61718
C 2.14086 -1.11450 6.04849
C 1.68687 -1.37493 4.76588
H 5.65302 1.53655 0.52882
H 3.18796 1.34031 0.68041
H 3.60434 -2.56684 2.33274
H 6.06290 -2.37690 2.16263
H -0.66270 -2.74988 3.33335
H -0.90799 -5.20797 3.51158
H 2.10022 -5.73732 0.54660
H 2.39914 -3.27823 0.40549
H 2.07181 1.68344 3.40641
H 2.86446 2.17345 5.69609
H 2.18068 -1.89034 6.79823
H 1.38501 -2.37996 4.51137
*
```

=====

Here is a structure of composition C44H41F3KN7O4Se from OMol25. Energies are from ωB97M-V/def2-TZVPD.

Calculated values
**Electronic energy**: -154743.6762 eV
**LUMO energy**: 3.97 eV
**M**: 906.91 g mol⁻¹
**Frontier orbital gap**: 5.33 eV
**Energy relative to the best compared isomer or geometry (same formula, charge and spin)**: 24.9 kcal per mole

```
! RIJCOSX wB97M-V def2-TZVPD def2/J DEFGRID3
* xyz -2 1
K 0.47535 -1.77985 1.88413
C 4.13202 2.43513 3.64328
C 2.96511 3.13445 3.36137
C 1.72464 2.50823 3.41524
C 1.60398 1.15063 3.76258
C 2.79935 0.45620 4.01764
C 4.03325 1.08298 3.96120
N 0.41339 0.42590 3.76490
C -0.70265 0.92892 4.26464
C -0.78557 2.12989 5.08760
C -1.95576 2.56906 5.62599
C -3.17942 1.87740 5.42607
C -3.14538 0.71608 4.70274
C -1.96010 0.22830 4.12347
N -1.95777 -0.93983 3.34040
N -2.98331 -1.64360 3.43999
C -2.99680 -2.72448 2.50999
C -3.24955 -4.00591 2.99541
C -3.33016 -5.04763 2.09641
C -3.17848 -4.78011 0.74071
C -2.93293 -3.47371 0.36401
N -2.84474 -2.45246 1.22715
H 5.09962 2.91696 3.56883
H 3.01753 4.17775 3.06570
H 0.83321 3.05902 3.13642
H 2.72771 -0.60321 4.23672
H 4.93196 0.50237 4.13959
H 0.12875 2.66325 5.29851
H -1.94858 3.46995 6.23381
H -4.10594 2.25399 5.84106
H -4.04753 0.14231 4.53398
H -3.34249 -4.15246 4.06353
H -3.49875 -6.05990 2.44596
H -3.21460 -5.56540 -0.00240
H -2.76899 -3.22261 -0.67763
O 3.75286 0.68639 0.03391
C 2.62764 0.29152 0.40378
O 2.26682 -0.84170 0.79378
C 1.50500 1.35739 0.32026
C 1.84656 2.67822 -0.10631
C 0.88669 3.63340 -0.16096
C -0.44107 3.30888 0.22785
C -1.50366 4.24667 0.24812
C -2.75413 3.87203 0.65936
C -3.00295 2.53419 1.05365
C -1.99847 1.60836 1.01928
C -0.69084 1.97936 0.61578
N 0.28172 1.01301 0.63391
H 2.88095 2.85852 -0.36412
H 1.11229 4.64359 -0.48964
H -1.30345 5.26948 -0.05707
H -3.55679 4.60003 0.68963
H -3.99081 2.24326 1.39106
H -2.16192 0.57081 1.29265
C 4.16484 -0.91829 -4.83535
C 2.91949 -1.72986 -4.48127
C 2.85393 -2.17834 -3.02209
C 2.66214 -1.06013 -1.99921
N 1.46035 -0.26000 -2.26568
C 0.18547 -0.68767 -2.01893
Se -0.27809 -2.27224 -1.24801
N -0.63339 0.35737 -2.36599
C -2.08546 0.35171 -2.26268
C -2.75086 0.24965 -3.62890
C -2.43167 -1.05492 -4.35105
C -3.09076 -1.13785 -5.72459
C 0.11701 1.44771 -2.77382
C -0.25214 2.72228 -3.16571
C 0.76834 3.61412 -3.48156
C 2.10886 3.23275 -3.39819
C 2.47208 1.94922 -2.99952
C 1.45348 1.06312 -2.69378
H 4.20164 -0.68174 -5.90219
H 5.07388 -1.47414 -4.58160
H 4.19703 0.02756 -4.29385
H 2.88304 -2.61740 -5.11986
H 2.02106 -1.14790 -4.71599
H 3.77735 -2.70437 -2.75444
H 2.03387 -2.88620 -2.89295
H 3.50289 -0.36795 -1.98689
H 2.56853 -1.46427 -0.99173
H -2.39724 1.25379 -1.73340
H -2.34368 -0.50467 -1.63978
H -2.44852 1.09620 -4.25797
H -3.83362 0.33748 -3.48093
H -2.74774 -1.89519 -3.72666
H -1.34706 -1.15286 -4.45418
H -4.18088 -1.07065 -5.64240
H -2.85265 -2.07675 -6.23103
H -2.75821 -0.31737 -6.36916
H -1.29260 3.02379 -3.18905
H 0.51627 4.62563 -3.77636
H 2.88487 3.95315 -3.62769
H 3.51137 1.67189 -2.88897
F 1.55813 -6.33100 3.19381
C 1.29309 -5.96806 1.92948
F 2.48641 -5.85943 1.30302
F 0.65804 -7.01744 1.36295
C 0.47015 -4.64624 1.80705
O -0.04318 -4.47536 0.69134
O 0.45135 -3.95011 2.84182
*
```